A cluster of 3 separate species, C4H17N2O2 in total, computed with ωB97M-V/def2-TZVPD.

Each line ends with the Mulliken charge.
Geometry (Å):
C (-0.8295, -0.5943, 1.3282)  -0.670
N (-2.2712, -0.9362, 1.1962)  -0.513
C (-0.3407, 0.5492, 0.4116)  -0.266
N (-1.1645, 0.4640, -0.8171)  -0.081
C (-0.7618, -0.7038, -1.6756)  -0.537
C (0.5055, -0.5457, -2.4661)  -0.929
H (-0.5174, -0.2296, 2.3541)  0.420
H (-0.3047, -1.5244, 1.2142)  0.436
H (-2.7084, -0.4453, 1.9468)  0.218
H (-2.3735, -1.9375, 1.1039)  0.229
H (-0.5267, 1.4963, 0.9497)  0.378
H (0.6998, 0.5673, 0.0777)  -0.085
H (-2.1930, 0.3710, -0.7369)  0.455
H (-1.0299, 1.3007, -1.3807)  0.393
H (-1.6644, -0.9267, -2.3984)  0.382
H (-0.7875, -1.6446, -1.1495)  0.314
H (1.3447, -0.1020, -1.9394)  0.169
H (0.8215, -1.5474, -2.8057)  0.352
H (0.2849, 0.0309, -3.3535)  0.343
H (1.8081, 1.2919, 2.6583)  0.311
H (1.2839, 2.0125, 3.9760)  0.320
O (1.1092, 1.8445, 3.0327)  -0.619
H (3.7555, 0.9824, -0.3239)  0.313
H (2.9606, -0.3201, -0.8086)  0.327
O (2.8996, 0.5469, -0.3941)  -0.660

The LUMO energy comes out at -2.71 eV. As for the net charge: +1. The value obtained for the gap between HOMO and LUMO is 10.9 eV. Its strongest force on any atom is 3.26 eV/A. As for the multiplicity: 1.



A cluster of 3 separate species, C4H17N2O2 in total, computed with ωB97M-V/def2-TZVPD.

Each line ends with the Mulliken charge.
Geometry (Å):
N (1.1921, -0.3941, -1.5111)  -0.240
C (0.7207, 0.1670, -0.1644)  0.360
C (1.7576, -0.2749, 0.8279)  -1.447
C (-0.7477, -0.3385, 0.0422)  -0.914
N (-1.4369, 0.5626, 0.9504)  -0.168
C (-2.6388, 1.1621, 0.3666)  -0.991
H (0.5289, -0.3485, -2.2659)  0.331
H (2.0535, 0.0719, -1.7999)  0.402
H (1.4346, -1.3891, -1.4207)  0.289
H (0.6632, 1.2387, -0.2975)  0.168
H (2.0066, -1.3346, 0.8271)  0.419
H (1.6367, 0.1023, 1.8387)  0.341
H (2.7036, 0.2064, 0.5405)  0.424
H (-1.1579, -0.3129, -0.9654)  0.490
H (-0.7182, -1.3613, 0.4231)  0.278
H (-1.5977, 0.1076, 1.8357)  0.286
H (-3.3150, 1.4608, 1.1582)  0.377
H (-2.3867, 1.9729, -0.3207)  0.281
H (-3.1763, 0.4676, -0.2923)  0.323
H (0.8012, 2.8294, 2.3722)  0.309
H (0.0895, 3.1408, 0.9991)  0.299
O (0.8828, 2.7987, 1.4176)  -0.616
H (-0.5089, -3.4180, -1.7616)  0.324
H (0.7684, -3.8652, -1.0648)  0.332
O (0.4448, -3.2517, -1.7351)  -0.659

The LUMO energy comes out at -3.04 eV. As for the net charge: +1. The value obtained for the gap between HOMO and LUMO is 9.4 eV. Its strongest force on any atom is 1.72 eV/A. As for the multiplicity: 1.



A cluster of 3 separate species, C4H17N2O2 in total, computed with ωB97M-V/def2-TZVPD.

Each line ends with the Mulliken charge.
Geometry (Å):
C (-1.9030, 0.0883, 0.4712)  -0.928
N (-1.8543, -0.8503, 1.6096)  -0.521
C (-0.7498, -0.2181, -0.4969)  0.648
N (0.5112, 0.5362, 0.0549)  -0.132
C (0.7607, 1.8277, -0.6281)  -0.907
C (-0.4346, -1.6857, -0.5063)  -1.841
H (-1.8839, 1.0431, 0.9663)  0.453
H (-2.9087, 0.1598, 0.0198)  0.363
H (-2.4006, -0.5204, 2.3916)  0.233
H (-2.1063, -1.8894, 1.4608)  0.201
H (-0.8993, 0.1786, -1.5610)  0.323
H (1.1496, -0.1225, -0.4989)  0.356
H (0.7718, 0.6395, 1.0587)  0.465
H (1.1143, 2.5591, 0.0794)  0.352
H (-0.1965, 2.2191, -0.9800)  0.350
H (1.4815, 1.5760, -1.4318)  0.355
H (-1.3695, -2.1997, -0.6444)  0.437
H (-0.0558, -1.9960, 0.4780)  0.497
H (0.2937, -2.2168, -1.1166)  0.372
H (1.1322, -0.1425, -3.4887)  0.269
H (2.4694, 0.2076, -2.6612)  0.301
O (1.5190, 0.1042, -2.6295)  -0.591
H (1.2670, 0.3529, 3.2165)  0.333
H (2.5225, -0.1350, 2.4384)  0.312
O (1.7695, 0.4844, 2.3980)  -0.700

The LUMO energy comes out at -2.74 eV. As for the net charge: +1. The value obtained for the gap between HOMO and LUMO is 10.1 eV. Its strongest force on any atom is 3.92 eV/A. As for the multiplicity: 1.



A cluster of 3 separate species, C4H17N2O2 in total, computed with ωB97M-V/def2-TZVPD.

Each line ends with the Mulliken charge.
Geometry (Å):
C (0.7016, 3.2651, -0.3821)  -1.415
C (-0.2322, 2.0616, -0.5023)  0.484
C (-0.1317, 1.1999, 0.7546)  -0.892
C (-1.2675, 0.1717, 0.9404)  -0.737
N (-1.4171, -0.6753, -0.2776)  -0.070
N (0.0310, 1.1928, -1.6655)  -0.665
H (1.1226, 3.5074, -1.3612)  0.364
H (0.1440, 4.1575, -0.1100)  0.360
H (1.5222, 3.2012, 0.3194)  0.357
H (-1.2619, 2.4144, -0.5786)  0.322
H (-0.1416, 1.8008, 1.6621)  0.375
H (0.7858, 0.6211, 0.7550)  0.346
H (-0.9502, -0.4585, 1.7606)  0.328
H (-2.2103, 0.6056, 1.2287)  0.396
H (-2.3845, -0.9500, -0.4427)  0.396
H (-1.0502, -0.1552, -1.1235)  0.416
H (0.0670, 1.7187, -2.5304)  0.244
H (0.8884, 0.6739, -1.4988)  0.213
H (-0.9389, -1.5733, -0.1982)  0.188
H (0.0214, -4.4293, -0.3017)  0.324
H (1.0254, -3.3771, -0.3041)  0.307
O (0.0896, -3.4867, -0.5383)  -0.670
H (1.8710, -3.0836, 2.1711)  0.310
H (2.0908, -1.5459, 1.9690)  0.305
O (1.7583, -2.3494, 1.5611)  -0.586

The LUMO energy comes out at -2.67 eV. As for the net charge: +1. The value obtained for the gap between HOMO and LUMO is 11.1 eV. Its strongest force on any atom is 1.23 eV/A. As for the multiplicity: 1.



A cluster of 3 separate species, C4H17N2O2 in total, computed with ωB97M-V/def2-TZVPD.

Each line ends with the Mulliken charge.
Geometry (Å):
N (-1.2149, 2.1760, 0.7632)  -0.224
C (-1.7238, 0.7340, 0.8792)  -0.673
C (-0.4540, -0.1710, 1.0792)  -0.425
N (0.6229, 0.1314, 0.1393)  -0.037
C (0.4290, -0.3156, -1.2225)  -0.168
C (1.6370, -0.1139, -2.1210)  -1.169
H (-1.8727, 2.8096, 0.2981)  0.376
H (-1.0772, 2.5987, 1.6894)  0.379
H (-0.3133, 2.1774, 0.3088)  0.303
H (-2.3183, 0.5440, -0.0076)  0.392
H (-2.3330, 0.6347, 1.7716)  0.369
H (-0.1458, 0.0533, 2.1015)  0.444
H (-0.7030, -1.2393, 1.0533)  0.375
H (1.5537, -0.1656, 0.5008)  0.332
H (0.1312, -1.3819, -1.1976)  0.371
H (-0.4456, 0.2076, -1.6336)  0.300
H (1.6796, 0.8494, -2.6141)  0.350
H (1.5950, -0.8750, -2.9029)  0.372
H (2.5644, -0.3427, -1.5899)  0.329
H (-3.0826, -1.7039, -0.6472)  0.292
H (-2.7701, -3.1385, -0.3096)  0.306
O (-2.3825, -2.2544, -0.2767)  -0.556
H (3.9399, -1.0666, 1.2274)  0.313
H (3.4866, 0.3155, 1.6031)  0.295
O (3.1976, -0.4631, 1.1076)  -0.645

The LUMO energy (spin up / spin down) comes out at -7.03 / -11.68 eV. As for the net charge: +2. The value obtained for the gap between HOMO and LUMO (spin up / spin down) is 11.4 / 6.8 eV. Its strongest force on any atom is 3.23 eV/A. Its expectation value of S² is 0.754. As for the multiplicity: 2.



A structure of composition C4H17NO4Tl, computed with ωB97M-V/def2-TZVPD.

Each line ends with the Mulliken charge.
Geometry (Å):
Tl (2.0748, 0.1646, 0.2340)  0.921
C (-2.7548, 0.2378, -2.0853)  -1.286
C (-1.5736, 0.1943, -1.0908)  0.073
C (-1.5585, -1.1083, -0.2778)  -0.739
O (-0.6146, -0.9523, 0.8281)  0.072
C (-0.7766, -2.2198, 1.5995)  -0.613
N (-0.3249, 0.4818, -1.7338)  -0.144
H (-2.7339, 1.1303, -2.7107)  0.485
H (-3.7167, 0.2063, -1.5735)  0.421
H (-2.8021, -0.6945, -2.6479)  0.461
H (-1.7131, 0.9741, -0.3422)  0.327
H (-1.1070, -1.8009, -0.9882)  0.471
H (-2.5395, -1.4203, 0.0802)  0.529
H (-1.7714, -2.4103, 2.0024)  0.399
H (-0.1645, -2.1808, 2.5006)  0.323
H (-0.3729, -3.0351, 0.9992)  0.415
H (-0.3037, -0.1077, -2.5536)  0.373
H (-0.5758, 1.3460, -2.1924)  0.354
O (2.1073, 2.5838, -1.4111)  -0.526
H (1.4051, 3.1948, -1.6343)  0.329
H (2.8227, 2.8132, -2.0043)  0.350
O (4.6022, 0.0518, 1.8316)  -0.009
H (4.9984, -0.4793, 2.5224)  0.442
H (5.2787, 0.6884, 1.6005)  0.452
O (0.9217, 0.6169, 2.7353)  -0.509
H (0.0010, 0.8743, 2.6887)  0.313
H (1.1916, 0.8506, 3.6234)  0.317

The LUMO energy (spin up / spin down) comes out at -19.67 / -21.54 eV. As for the net charge: +4. The value obtained for the gap between HOMO and LUMO (spin up / spin down) is 5.9 / 3.4 eV. Its strongest force on any atom is 4.38 eV/A. Its expectation value of S² is 1.762. As for the multiplicity: 2.



A cluster of 5 separate species, C4H17NO6S in total, computed with ωB97M-V/def2-TZVPD.

Each line ends with the Mulliken charge.
Geometry (Å):
C (-1.6134, -0.6954, 1.8183)  -1.165
N (-0.2864, -0.6348, 1.2301)  -0.230
C (0.1903, 0.7155, 0.8937)  0.060
C (1.7206, 0.7450, 1.1711)  -0.986
S (2.2214, 2.4068, 1.7319)  -0.232
C (-0.1874, 0.9937, -0.5530)  0.474
O (-1.3262, 1.1659, -0.9221)  -0.741
O (0.8442, 1.0627, -1.3917)  -0.447
H (-1.7432, -1.6412, 2.3373)  0.376
H (-1.8103, 0.1252, 2.5009)  0.443
H (-2.4553, -0.6290, 1.1199)  0.293
H (-0.1968, -1.2736, 0.4533)  0.252
H (-0.2634, 1.4243, 1.5694)  0.705
H (2.2756, 0.4824, 0.2838)  0.316
H (1.8731, 0.1036, 2.0226)  0.383
H (2.3503, 3.1027, 0.5940)  0.113
H (0.6156, 1.1150, -2.3444)  0.351
O (0.5790, -2.4769, -1.0607)  -0.685
H (1.4750, -2.2245, -1.3093)  0.301
H (0.0011, -2.2154, -1.8051)  0.371
O (-0.8924, 1.3914, -3.6189)  -0.723
H (-1.4214, 1.4692, -2.7960)  0.427
H (-1.4551, 1.0235, -4.3061)  0.284
O (0.4968, -0.5085, 4.7187)  -0.674
H (0.1681, -0.4259, 3.8140)  0.346
H (1.4310, -0.6979, 4.5769)  0.325
O (-0.9372, -1.5703, -3.2720)  -0.665
H (-0.9472, -1.7057, -4.2317)  0.318
H (-0.7066, -0.6280, -3.2252)  0.410

The LUMO energy comes out at 0.02 eV. The value obtained for the gap between HOMO and LUMO is 8.9 eV. The structure (SMILES) is CN[C@@H](CS)C(=O)O.O.O.O.O. Its strongest force on any atom is 1.90 eV/A. As for the multiplicity: 1.



A structure of composition C4H18AlB3O2, computed with ωB97M-V/def2-TZVPD.

Each line ends with the Mulliken charge.
Geometry (Å):
Al (0.7399, -1.4971, -0.8607)  0.091
B (-0.1877, -0.1450, -2.3910)  0.255
H (0.1949, -0.7792, -3.1756)  -0.116
H (-0.9773, -0.5632, -1.7862)  -0.131
H (0.6056, 0.1558, -1.7244)  -0.319
H (-0.6232, 0.7228, -2.8618)  -0.175
B (1.4014, 0.4502, 0.4026)  0.160
H (1.4686, -0.5479, 0.8069)  -0.023
H (0.4636, 0.4523, -0.1310)  -0.088
H (1.3136, 1.1395, 1.2281)  -0.227
H (2.2982, 0.5921, -0.1804)  -0.154
B (2.1646, -0.8435, -2.5100)  0.495
H (1.3419, -1.3218, -3.0185)  -0.069
H (2.7203, -0.2805, -3.2438)  -0.068
H (1.7402, -0.1581, -1.7927)  -0.119
H (2.7944, -1.5578, -2.0027)  -0.231
O (-0.5385, -1.1634, -0.1731)  -0.128
C (-1.0010, -0.4269, 0.7634)  0.715
O (-1.1944, 0.9356, 0.5550)  -0.201
C (-1.6266, 1.6176, 1.7193)  -0.363
C (-1.8667, 0.6068, 2.7620)  -0.540
C (-1.2355, -0.7051, 2.2545)  -0.570
H (-2.5692, 2.0999, 1.4602)  0.316
H (-0.8676, 2.2742, 2.1445)  0.271
H (-2.9383, 0.4093, 2.7362)  0.276
H (-1.3925, 0.8862, 3.7028)  0.294
H (-1.8856, -1.5597, 2.4418)  0.403
H (-0.3433, -0.7931, 2.8746)  0.248

The LUMO energy comes out at -2.32 eV. The value obtained for the gap between HOMO and LUMO is 5.1 eV. Its strongest force on any atom is 16.01 eV/A. As for the multiplicity: 1.



no.,E_tot (a.u.)
1,-422.33445
2,-422.34147
3,-422.31916
4,-422.37551
5,-421.90612
6,-688.69816
7,-1067.00002
8,-630.03505